[1]
DFT (the ωB97M-V functional and the def2-TZVPD basis) results for C31H45BrIrN2P2 as an isolated structure at a distorted geometry.

```
82
Properties=species:S:1:pos:R:3:forces:R:3:lowdin_spin:R:1
C 3.441131 -7.130042 1.296136 -0.807 2.124 -0.481 0.277
C 3.614179 -6.183880 0.266963 0.062 -0.106 -0.044 0.024
C 4.550845 -6.468684 -0.741213 -1.343 1.514 0.460 0.271
C 5.223928 -7.699133 -0.711178 0.483 -2.025 0.636 0.233
N 5.018384 -8.602265 0.252168 0.158 -0.040 -0.090 0.016
C 4.162224 -8.328256 1.234876 1.455 -1.763 -0.439 0.226
C 2.905932 -4.933843 0.262163 0.239 0.273 -0.229 0.117
C 2.437283 -3.814767 0.242287 0.709 -1.949 0.301 -0.006
C 1.849742 -2.628549 0.650584 0.381 -0.158 -0.599 0.116
C 0.467772 -2.643548 0.844801 -1.381 0.675 0.516 0.037
C -0.141674 -1.478731 1.283278 0.651 -1.425 -0.203 0.091
C 0.710433 -0.357193 1.429175 -1.484 0.428 -1.129 0.168
C 2.113126 -0.390962 1.433187 1.037 -0.607 -0.218 0.091
C 2.681958 -1.536345 0.912498 0.081 0.804 0.618 0.009
Ir -0.536805 0.994033 0.674605 4.258 2.076 3.856 1.447
P -2.261660 0.633041 -0.596570 -3.920 -1.189 -2.330 0.134
H 4.760120 -5.751926 -1.526174 -0.002 -0.012 0.022 0.009
H 2.772850 -6.940395 2.128311 -0.041 -0.019 -0.079 0.009
H 5.940797 -7.951547 -1.498304 -0.100 -0.010 0.304 0.006
H 4.029247 -9.094439 2.015189 0.055 0.275 -0.449 0.006
H 3.763190 -1.615824 0.754954 -0.460 0.028 0.161 -0.001
H -0.106399 -3.551532 0.651456 0.186 0.275 0.075 0.000
H 2.729399 0.442441 1.778835 -0.339 -0.415 -0.392 0.005
H -1.224863 -1.438118 1.429053 0.541 -0.186 -0.097 0.004
C -3.065179 2.269507 -0.884692 0.278 0.484 0.293 0.027
C -3.477986 2.629054 -2.315101 -0.067 0.088 -0.418 0.005
H -2.359199 3.024096 -0.489846 -0.368 0.009 -0.131 0.011
H -3.951427 2.290305 -0.224638 0.448 -0.101 -0.065 0.001
H -3.975373 3.611986 -2.297605 0.199 -0.341 0.048 0.000
H -2.615106 2.719859 -2.991777 -0.257 -0.065 0.201 0.001
H -4.197600 1.917430 -2.749197 0.323 0.168 0.211 0.000
C -1.586088 -0.117361 -2.131748 0.648 0.156 -0.466 0.080
C -1.800108 -1.618281 -2.349073 -0.115 -0.009 0.010 0.007
H -0.498123 0.070765 -2.074078 -0.516 -0.101 -0.199 0.017
H -1.967021 0.472073 -2.982087 0.063 -0.142 0.237 0.010
H -1.229023 -1.920854 -3.236776 -0.196 0.063 0.217 0.002
H -1.421173 -2.198695 -1.500189 -0.119 0.004 -0.126 0.001
H -2.852781 -1.870071 -2.522123 0.325 0.007 0.090 0.000
C -3.667635 -0.444601 -0.108379 0.319 -0.252 0.591 0.005
C -4.876493 -0.469245 -1.054652 -0.200 0.101 -0.260 0.002
H -3.990669 -0.113556 0.889908 0.100 -0.109 -0.298 0.000
H -3.263601 -1.460439 0.014983 -0.069 0.161 -0.034 0.001
H -5.550335 -1.282148 -0.745684 0.234 0.279 -0.062 0.000
H -5.455473 0.464033 -1.010639 0.224 -0.252 -0.016 0.000
H -4.602296 -0.657470 -2.102075 -0.057 0.087 0.313 0.000
Br 1.089338 2.171562 2.384450 -1.128 0.194 -0.461 0.092
P 2.172394 2.765089 -1.876436 -0.653 -0.254 0.771 0.607
C 0.584617 2.416271 -2.673486 0.144 -0.130 -0.668 0.108
C 0.261682 3.262325 -3.913415 -0.115 0.262 -0.250 0.018
H -0.164141 2.533691 -1.875257 0.032 -0.023 -0.128 0.034
H 0.635532 1.357699 -2.971110 0.036 0.367 0.112 0.001
H -0.587334 2.816736 -4.453483 0.277 0.199 0.179 0.000
H -0.000858 4.296730 -3.653743 0.107 -0.281 -0.072 0.000
H 1.118237 3.287388 -4.604570 -0.340 -0.018 0.208 0.004
C 1.954205 3.842847 -0.433351 0.041 0.442 -0.061 0.095
C 3.181787 4.753780 -0.248712 0.117 0.213 -0.134 0.018
H 1.773083 3.222164 0.471885 0.266 0.266 -0.923 0.021
H 1.040192 4.441190 -0.598590 0.333 -0.169 -0.102 0.000
H 3.014084 5.454386 0.572277 -0.007 -0.115 -0.099 0.000
H 4.083555 4.177719 -0.019125 -0.109 0.059 -0.031 0.001
H 3.367757 5.336413 -1.162473 -0.010 -0.105 0.354 0.003
C 2.893338 1.158521 -1.425102 0.556 -0.003 0.092 0.097
C 3.967588 0.650582 -2.411675 -0.035 -0.161 -0.061 0.018
H 2.045125 0.459050 -1.363775 0.130 0.150 -0.006 0.019
H 3.311602 1.263690 -0.412011 -0.051 0.120 -0.331 0.002
H 4.517676 -0.182043 -1.954481 -0.114 0.232 -0.153 0.000
H 3.515820 0.280329 -3.341127 0.117 0.169 0.201 0.000
H 4.686457 1.438328 -2.666426 -0.129 -0.238 0.106 0.004
N -1.550648 0.677623 2.707229 -0.389 -0.431 0.795 0.221
C -2.398943 1.575218 3.446951 -0.136 0.086 0.091 0.028
C -3.781599 1.473554 3.315929 -0.373 0.397 0.137 0.035
C -4.596654 2.228545 4.166020 0.182 -0.260 -0.268 0.002
C -4.022487 3.045100 5.149011 0.012 0.045 -0.217 0.061
C -2.634746 3.191693 5.216220 0.208 -0.245 -0.203 -0.002
C -1.817091 2.445036 4.365069 0.047 0.457 0.198 0.041
H -2.014906 -0.225968 2.629390 -0.015 0.205 0.204 0.002
H -0.682641 0.556822 3.235992 -0.417 -0.066 0.038 0.004
H -4.209209 0.805722 2.564063 -0.021 0.215 0.402 0.001
H -5.679617 2.174818 4.056915 0.288 -0.055 0.147 -0.001
H -4.660118 3.583265 5.849585 0.146 -0.076 -0.251 0.002
H -2.183635 3.881296 5.929483 -0.147 -0.258 -0.131 -0.001
H -0.727891 2.536901 4.396273 -0.470 0.008 0.211 0.002
```
Positions in Å, forces in eV/Å.

Calculated values
Relative energy (zero: lowest compared OMol25 entry of this formula, charge and spin) ... 0.8 kJ/mol
Total charge ... +4
2S+1 ... 6
E_HOMO (alpha / beta) ... -17.90 / -17.93 eV
Strongest force on any atom ... 0.119 hartree/bohr

=====

[2]
DFT (the ωB97M-V functional and the def2-TZVPD basis) results for C31H45CeClF5PS as an isolated structure at a distorted geometry.

```
85
Properties=species:S:1:pos:R:3:forces:R:3:lowdin_spin:R:1
Ce -0.465533 -2.717264 -0.379058 1.013 -0.570 -0.089 1.028
Cl -0.180789 -2.757608 2.217569 -0.251 0.044 1.489 -0.004
P 0.940397 0.499966 0.245388 -0.136 0.417 0.083 0.000
C 1.488998 -3.366570 -0.923025 0.224 0.058 0.014 -0.022
H 1.621752 -4.464614 -0.827842 0.166 0.122 0.201 -0.002
H 2.370410 -2.832840 -1.291306 0.141 -0.668 -0.174 -0.003
C 0.164787 2.131238 -0.328364 0.141 -0.419 0.336 0.000
C 2.741847 0.589863 -0.264068 -0.346 -0.096 0.153 0.000
C 0.215244 2.273209 -1.857232 -0.118 0.043 -0.077 0.000
H -0.891449 1.963507 -0.042105 0.164 0.122 -0.146 0.000
C -0.665794 3.440358 -2.332912 -0.007 -0.169 0.141 0.000
H 1.251655 2.450057 -2.183515 -0.242 -0.040 0.087 0.000
H -0.115184 1.342681 -2.339758 0.082 0.218 0.095 0.000
C -0.358388 4.755928 -1.609573 0.098 -0.026 0.010 0.000
H -0.540893 3.567992 -3.414281 -0.090 0.015 0.106 0.000
H -1.716617 3.172503 -2.158785 0.089 0.007 -0.033 0.000
C -0.288865 4.595080 -0.086970 -0.029 -0.105 0.049 0.000
H 0.597839 5.153021 -1.974934 -0.020 -0.051 0.058 0.000
H -1.123122 5.499397 -1.860184 0.098 -0.010 -0.030 0.000
C 0.619402 3.436554 0.341579 0.049 0.175 -0.123 0.000
H 0.067282 5.523268 0.376339 -0.118 -0.040 -0.071 0.000
H -1.298847 4.405157 0.301534 0.050 0.043 -0.025 0.000
H 1.650438 3.668600 0.044527 -0.295 -0.007 0.073 0.000
H 0.618818 3.353552 1.436054 -0.015 0.064 -0.381 0.000
C 0.954379 0.642908 2.125490 0.204 -0.301 -0.513 0.000
C 3.407460 1.964988 -0.353497 0.234 0.065 0.106 0.000
H 3.254427 0.008805 0.524691 -0.078 0.014 -0.259 0.000
C 4.896317 1.817972 -0.690131 -0.053 -0.093 -0.066 0.000
H 2.921792 2.561783 -1.139077 0.168 -0.152 0.181 0.000
H 3.309982 2.521277 0.588876 0.010 -0.140 -0.252 0.000
C 5.128788 1.006435 -1.970792 -0.038 0.003 -0.012 0.000
H 5.345791 2.813516 -0.792284 0.025 -0.118 0.045 0.000
H 5.395390 1.319895 0.152841 -0.019 0.040 -0.084 0.000
C 4.373697 -0.326740 -1.969657 -0.056 0.098 0.131 0.000
H 4.804198 1.598080 -2.838208 0.017 -0.010 0.099 0.000
H 6.201622 0.819418 -2.092204 -0.060 0.078 -0.073 0.000
C 2.897224 -0.158824 -1.593160 0.172 -0.200 -0.122 0.000
H 4.445371 -0.800055 -2.956095 0.045 0.013 0.156 0.000
H 4.847103 -1.007048 -1.246213 -0.106 0.054 -0.104 0.000
H 2.365867 0.377033 -2.395202 0.090 -0.018 0.156 0.000
H 2.431055 -1.146541 -1.519688 0.031 0.384 -0.071 0.000
C -0.406226 1.126432 2.644592 0.067 -0.044 0.044 0.000
H 1.036359 -0.428293 2.395388 -0.005 0.368 0.071 0.000
C -0.487311 0.951636 4.163524 0.020 -0.188 -0.018 0.000
H -0.565968 2.184590 2.391234 0.017 -0.201 0.087 0.000
H -1.212513 0.561244 2.156907 0.225 0.071 0.089 0.000
C 0.674779 1.644996 4.888162 -0.056 0.089 -0.110 0.000
H -1.442613 1.352566 4.526178 0.110 -0.066 0.036 0.000
H -0.480861 -0.125184 4.392634 0.032 0.178 -0.075 0.000
C 2.052506 1.298012 4.308984 0.023 -0.218 -0.064 0.000
H 0.528308 2.732567 4.831345 0.008 -0.061 -0.027 0.000
H 0.649322 1.378989 5.951263 0.011 0.094 -0.082 0.000
C 2.116746 1.399829 2.776755 -0.114 0.245 0.117 0.000
H 2.811686 1.959158 4.743584 -0.061 -0.097 0.028 0.000
H 2.322084 0.272969 4.599051 -0.090 0.101 -0.038 0.000
H 2.088176 2.462189 2.485911 0.025 -0.246 0.102 0.000
H 3.082178 1.004289 2.431083 -0.232 0.087 0.080 0.000
C -3.131681 -1.106530 0.892055 -0.102 2.096 0.944 0.001
C -3.244490 -2.237729 0.263654 -1.135 -2.197 -1.479 0.000
H -2.731318 -0.215893 0.381790 -0.426 -0.356 -0.001 0.000
C -3.667465 -3.541206 0.925481 -0.322 -0.026 0.231 0.000
H -3.208888 -2.291831 -0.843604 0.531 0.286 0.619 0.000
C -4.575599 -3.274576 2.147083 -0.040 0.048 -0.154 0.000
H -4.203385 -4.162330 0.188993 0.104 0.191 0.229 0.000
H -2.791872 -4.144813 1.244376 -0.180 0.407 -0.086 0.000
C -4.029494 -2.172148 3.058193 0.502 -0.129 0.060 0.000
H -5.563373 -2.979326 1.777006 0.027 0.033 -0.060 0.000
H -4.732248 -4.187252 2.732772 0.092 0.046 -0.118 0.000
C -3.622285 -0.892522 2.297908 -0.005 0.031 0.790 0.000
H -4.772373 -1.918664 3.830872 0.186 -0.078 -0.219 0.000
H -3.143528 -2.557887 3.587235 -0.187 0.076 -0.213 0.000
H -4.499542 -0.217347 2.280107 0.317 -0.119 -0.327 0.000
H -2.875382 -0.360637 2.908034 -0.150 -0.151 -0.235 0.000
F -3.344772 -5.711741 -5.513692 0.042 0.136 -0.035 0.000
C -2.755115 -4.681762 -4.882684 0.039 0.201 -0.058 -0.001
C -1.376434 -4.693108 -4.677733 -0.024 -0.007 0.053 0.000
F -0.633587 -5.702368 -5.183081 -0.402 0.364 0.312 0.000
C -0.783730 -3.662482 -3.958554 0.755 0.305 0.518 0.000
F 0.558472 -3.714466 -3.711644 -1.607 -0.025 -0.846 0.000
C -1.536127 -2.566485 -3.467685 -0.241 -0.327 -0.463 0.001
S -0.809139 -1.232143 -2.628663 -0.152 1.099 -0.836 0.002
C -2.919253 -2.560933 -3.765607 0.340 0.109 0.416 -0.001
F -3.677766 -1.518894 -3.327343 0.316 -0.831 -0.459 0.000
C -3.526955 -3.599645 -4.452771 0.045 -0.004 0.008 0.000
F -4.853174 -3.567208 -4.713860 0.463 -0.138 0.102 0.000
```
Positions in Å, forces in eV/Å.

Calculated values
Relative energy (zero: lowest compared OMol25 entry of this formula, charge and spin) ... 0.0 kJ/mol
Total charge ... -1
2S+1 ... 2
E_HOMO (alpha / beta) ... -2.37 / -2.38 eV
Strongest force on any atom ... 0.056 hartree/bohr